DFT (wB97M-V/def2-TZVPD) results for C10H20N2O4 in the gas phase at a distorted geometry.

## Properties
Kohn-Sham gap (hartree): 0.37387
Largest force on an atom (eV/A): 2.42
Energy above the lowest of the compared OMol25 structures with the same formula, charge and spin (eV): 0.880
SMILES string: CC[C@H](C)[C@H](NC(=O)[C@@H](N)[C@@H](C)O)C(=O)O
E (a.u.): -803.54395

Positions of all 36 atoms, in Å:
H 3.98 -0.80 -1.35
H 0.72 -1.15 0.09
N 2.38 -0.74 -3.42
H -3.02 1.05 2.78
H -1.60 -1.75 0.76
H -0.92 0.27 2.94
C -1.08 0.12 0.06
H 3.94 1.30 -0.14
H 1.88 -1.98 -1.78
O -1.02 2.15 1.48
H -3.66 -0.64 0.28
H 2.24 1.46 -0.34
C 3.12 1.07 -0.82
H 3.39 -1.09 0.85
N 0.13 -0.56 -0.47
H -4.67 0.69 2.32
C -1.00 -0.75 2.51
C 3.02 -0.45 -1.00
H -1.50 -1.37 3.22
H 1.86 -1.33 -4.08
C -0.81 1.62 0.43
O -0.32 2.33 -0.56
O -0.03 0.45 -2.48
H -3.59 -1.37 1.89
H -0.12 1.83 -1.39
H -1.82 0.19 -0.77
O 2.68 -1.09 0.23
H 0.07 -1.13 2.45
H 3.26 1.62 -1.76
C -1.70 -0.72 1.15
H 2.18 0.23 -3.72
C 1.95 -0.89 -2.02
C -3.65 0.76 1.94
H -3.63 1.54 1.15
C -3.22 -0.53 1.29
C 0.56 -0.30 -1.73

***

DFT (wB97M-V/def2-TZVPD) results for C10H20N2PRhS as an isolated structure at a distorted geometry.

## Properties
Kohn-Sham gap (spin up / spin down) (hartree): 0.16708 / 0.23230
Multiplicity: 5
Largest force on an atom (eV/A): 9.64
Energy above the lowest of the compared OMol25 structures with the same formula, charge and spin (eV): 0.516
E (a.u.): -1352.33776

Positions of all 35 atoms, in Å:
C 1.52 -2.52 1.07
N 0.19 -1.92 1.18
S 0.34 -1.25 -1.42
C 1.45 3.03 -0.94
C 1.41 3.19 -2.36
P 2.63 0.87 0.23
H -0.34 2.40 0.39
H -2.21 0.70 -0.70
H -2.64 -1.96 1.99
C -0.63 2.50 -1.72
H 0.45 -1.63 3.25
H 3.64 -0.13 0.19
H -3.55 -0.47 -0.55
C -2.56 -2.17 0.92
H 2.31 -1.79 1.24
H 2.17 0.85 1.58
H -1.06 -0.93 2.61
H 2.21 3.46 -3.01
H -2.25 -0.71 -1.78
H 1.61 -3.33 1.81
C -0.36 -1.77 2.53
H 3.56 1.93 0.51
Rh 1.01 1.21 -1.55
H -0.29 3.25 -3.75
C 0.10 3.05 -2.78
H -0.90 -2.67 2.83
C -2.48 -0.36 -0.76
N -1.76 -1.13 0.26
H -3.57 -2.17 0.49
H 1.63 -2.94 0.07
H 2.41 3.19 -0.49
H -2.13 -3.18 0.79
C 0.17 2.61 -0.53
H -1.66 2.21 -1.69
C -0.43 -1.41 0.10

***

DFT (wB97M-V/def2-TZVPD) results for C10H20N4O4 in the gas phase at a distorted geometry.

## Properties
Kohn-Sham gap (hartree): 0.33423
Largest force on an atom (eV/A): 5.33
Energy above the lowest of the compared OMol25 structures with the same formula, charge and spin (eV): 3.406
SMILES string: NCCCC[C@H](N)C(=O)N[C@@H](CC(N)=O)C(=O)O
E (a.u.): -912.96619

Positions of all 38 atoms, in Å:
C 4.71 -1.26 0.30
H -2.25 1.46 1.46
H -4.58 -1.01 -1.10
H 2.82 0.48 1.49
O 3.31 2.88 0.96
H -1.24 -0.87 2.01
H -0.74 0.54 -0.63
H 5.04 0.78 0.01
N 4.33 -2.12 -0.83
C 4.25 0.13 -0.19
O 0.95 -0.43 1.83
N 1.80 0.05 -0.16
C -3.37 0.67 -0.36
H -2.23 -1.72 0.74
O 5.06 -1.57 1.40
C 2.98 0.59 0.44
H -0.62 -2.27 -1.02
H -2.57 0.39 -1.07
H -0.87 -1.03 -2.05
C 2.89 2.12 0.19
C -1.73 -0.72 1.06
H -5.29 0.61 -1.31
H -6.27 -0.69 0.76
H 2.91 3.45 -1.08
C -2.82 0.52 1.11
O 2.54 2.54 -1.03
H -3.60 1.78 -0.60
C -4.72 -0.09 -0.59
N -5.39 -0.21 0.63
C 0.73 -0.23 0.67
H 3.96 0.22 -1.26
H 3.79 -1.67 -1.62
H -5.30 0.52 1.33
C -0.65 -0.38 -0.12
H 4.44 -3.07 -0.87
H 1.69 0.43 -1.17
H -3.61 0.41 1.82
N -0.36 -1.26 -1.15

***

DFT (wB97M-V/def2-TZVPD) results for C10H20N6O2SZr as an isolated structure at a distorted geometry.

## Properties
Kohn-Sham gap (hartree): 0.27392
Total charge: +2
Largest force on an atom (eV/A): 3.14
Energy above the lowest of the compared OMol25 structures with the same formula, charge and spin (eV): 1.711
E (a.u.): -1316.90419

Positions of all 40 atoms, in Å:
C -1.61 1.07 2.67
O -2.33 1.55 0.40
C -2.11 -1.79 -1.31
O -0.25 1.98 0.88
C -3.31 -0.21 -2.22
H -0.93 1.28 4.68
C -2.48 3.60 4.53
H -3.85 -4.16 -2.52
H -2.77 2.82 5.23
H -2.81 -4.28 -1.09
H -5.38 4.23 1.83
C -1.42 1.64 1.28
H -3.57 0.77 -2.58
H -0.95 3.85 3.01
H -2.68 1.07 2.89
C -1.11 3.28 3.93
C -4.67 4.45 3.74
C -3.64 -3.74 -1.54
S 0.99 -0.73 -0.42
H -1.63 -0.94 3.15
N -2.08 -0.49 -1.63
H -4.52 -3.83 -0.91
H 0.25 1.69 3.46
C -4.04 -1.34 -2.26
H -0.38 3.67 4.64
N -5.55 4.61 2.75
C -0.80 1.79 3.73
H -1.31 -2.32 -0.84
H -2.39 4.53 5.09
H -4.30 4.86 5.71
H -5.03 -1.54 -2.65
Zr -0.58 0.85 -0.83
N -3.27 -2.33 -1.67
H -6.41 5.11 2.89
H -3.42 3.37 2.62
N -4.94 4.96 4.94
N -1.24 -0.33 2.44
H -0.23 -0.44 2.45
N -3.54 3.78 3.53
H -5.77 5.50 5.09

***

DFT (wB97M-V/def2-TZVPD) results for a 2-piece molecular cluster, C10H20OSi2 overall at a distorted geometry.

## Properties
Kohn-Sham gap (spin up / spin down) (hartree): 0.25688 / 0.23532
Largest force on an atom (eV/A): 5.79
Energy above the lowest of the compared OMol25 structures with the same formula, charge and spin (eV): 5.156
E (a.u.): -1047.01385

Positions of all 33 atoms, in Å:
C -3.19 -0.63 -0.31
H -2.82 -1.57 -0.75
C 3.36 -0.14 1.53
H 0.09 -2.21 -2.11
C 4.07 0.09 0.12
H 4.06 0.36 2.12
C 1.86 0.30 1.44
H -2.27 2.44 0.73
H -2.09 0.86 2.44
C -2.59 0.67 -0.67
Si -2.22 1.08 -2.51
H -3.35 -1.44 1.81
H 1.01 -1.58 0.39
H 0.34 0.12 -0.01
H 4.15 1.24 -0.12
H 2.00 0.81 -1.36
C 1.99 -0.23 -1.06
H 3.46 -1.22 1.81
H -2.60 2.45 -2.82
Si 1.01 -1.08 -2.42
H -1.78 -1.17 1.14
C -2.79 -0.79 1.16
H -4.32 -0.51 -0.40
H 1.40 -0.09 2.23
H -2.98 0.26 -3.38
C -2.75 0.62 1.73
H 1.65 -1.03 -3.84
C 1.16 -0.43 0.27
O 3.36 -0.62 -0.92
H 5.14 -0.26 0.05
H -3.77 0.92 2.00
H 1.78 1.36 1.28
C -2.39 1.42 0.45

***

DFT (wB97M-V/def2-TZVPD) results for C10H21AlF3IO5P2S as an isolated structure at a distorted geometry.

## Properties
Kohn-Sham gap (hartree): 0.25967
Total charge: +2
Largest force on an atom (eV/A): 6.65
Energy above the lowest of the compared OMol25 structures with the same formula, charge and spin (eV): 0.000
E (a.u.): -2689.97947

Positions of all 44 atoms, in Å:
H 2.52 -2.54 -0.05
C -3.08 -1.61 0.34
C -0.02 -2.31 3.50
O -0.02 -1.56 1.03
H -2.89 -0.70 -2.75
H -2.68 2.18 0.15
C 3.08 1.17 0.54
I -0.01 -1.33 -2.80
C 3.05 -1.66 0.34
O 0.02 1.91 -4.76
H -2.73 1.11 1.58
P 2.44 -0.16 -0.47
H -0.91 -0.77 -6.10
S -0.01 -0.84 2.40
H -3.22 1.01 -2.43
C 0.00 -0.15 -6.26
H 2.73 2.13 0.15
O 0.02 2.24 1.11
H 2.75 1.06 1.58
H 2.91 -1.61 1.42
O 1.22 -0.13 2.62
C -3.32 0.00 -2.03
F -1.12 -3.03 3.24
H -2.94 -1.55 1.43
F -0.01 -1.94 4.80
H -4.38 -0.23 -1.85
H 2.88 -0.75 -2.75
C -3.06 1.23 0.54
O -1.23 -0.11 2.62
H -4.15 -1.67 0.10
H 0.89 -0.79 -6.10
H 3.24 0.96 -2.44
H -2.56 -2.49 -0.04
H 4.37 -0.31 -1.86
H 0.00 0.31 -7.29
H 4.12 -1.75 0.10
P -2.45 -0.12 -0.47
C 0.01 1.15 0.73
Al 0.00 -0.42 -0.55
H -4.15 1.20 0.49
F 1.07 -3.04 3.24
C 3.32 -0.06 -2.03
C 0.01 0.84 -5.23
H 4.17 1.12 0.49

***

no.,M (g mol⁻¹)
1,232.28
2,334.23
3,260.29
4,379.60
5,212.44
6,526.17